Model P:
Computed, not measured: the molecule C2H7NO3S, with the ωB97M-V functional and the def2-TZVPD basis.

```
! wB97M-V def2-TZVPD RIJCOSX def2/J DEFGRID3
* xyz 0 1
H 0.49 -1.51 -1.06
C 1.04 -0.34 0.57
H 0.76 -1.20 1.26
N 1.37 -1.14 -0.57
H 1.95 0.23 0.92
S -1.72 -0.27 0.20
O -2.87 0.68 -0.65
H -0.60 1.57 0.85
O -2.14 -0.52 1.57
H -0.02 1.11 -0.89
C -0.32 0.89 0.14
H -3.70 0.24 -0.86
O -1.48 -1.43 -0.66
H 2.10 -0.73 -1.20
*
```

The SMILES is NCCS(=O)(=O)O. Its LUMO energy is 0.022 Eh.

Model Q:
Computed, not measured: a cluster of 2 separate species, C2H7NO3S in total, with the ωB97M-V functional and the def2-TZVPD basis.

```
! wB97M-V def2-TZVPD RIJCOSX def2/J DEFGRID3
* xyz 0 1
H -0.06 1.47 -1.07
N -0.73 -0.23 0.03
H -0.44 -1.48 -1.43
H -2.12 -1.50 -0.93
O 3.53 -0.35 -0.93
H 1.46 -0.72 1.55
C -0.22 0.93 -0.13
H 0.11 1.56 0.78
C -1.25 -0.93 -1.10
O 2.41 1.37 0.84
S 2.32 -0.09 -0.24
H 3.27 1.31 1.31
O 2.32 -1.11 1.15
H -1.57 -0.33 -2.01
*
```

Its LUMO energy is 0.018 Eh.

model P ends up most stable, edging out the next structure by 0.553 eV.